[1]
Computed, not measured: a structure of composition C24H29N4O8P2RuS3Se, with ωB97M-V/def2-TZVPD.

Geometry (Å):
Ru1 -0.082340 -0.085126 -0.528275
N1 -1.753169 2.345175 3.521430
C1 -0.580763 1.856241 2.697646
C2 0.718510 2.030884 3.466777
P1 -0.916134 0.060323 2.449643
O1 -2.329817 0.103354 1.721057
O2 -0.942798 -0.581135 3.765962
O3 0.145509 -0.386370 1.410408
P2 -0.690819 2.803384 1.113091
O4 0.293496 4.016795 1.457650
O5 -2.109215 3.213151 0.967774
O6 -0.007847 1.973044 0.039406
H1 -1.489507 3.162562 4.073211
H2 -2.080638 1.607747 4.155864
H3 -2.484954 2.626483 2.839228
H4 0.733737 1.389839 4.348754
H5 0.863750 3.073697 3.750944
H6 1.552102 1.754528 2.821423
H7 -2.388562 -0.438792 0.906028
H8 0.512103 4.585451 0.708603
C3 -0.187922 -3.170439 -1.219143
C4 -1.494120 -2.712298 -0.568977
C5 -1.611431 -3.225359 0.859754
C6 -2.698662 -3.118410 -1.409234
O7 -1.568064 -1.254601 -0.508145
H9 -0.358857 -4.082083 -1.791121
H10 0.586667 -3.371397 -0.478603
H11 0.212051 -2.436803 -1.925330
H12 -1.561392 -4.315155 0.854701
H13 -2.561154 -2.934313 1.309294
H14 -0.795449 -2.858888 1.482332
H15 -2.789229 -4.204581 -1.426756
H16 -2.590217 -2.767052 -2.435914
H17 -3.615167 -2.702942 -0.992518
Se1 -3.774757 2.333686 -1.839130
N2 -3.391861 2.346679 -3.562724
C7 -2.290270 1.630479 -3.722350
C8 -1.587500 1.386974 -4.937143
C9 -0.434882 0.667142 -4.875544
C10 0.060132 0.190437 -3.627276
N3 -0.568903 0.388565 -2.498068
C11 -1.756410 1.084646 -2.518838
N4 -2.394567 1.316898 -1.398248
H18 -1.965265 1.781891 -5.869828
H19 0.144512 0.459072 -5.762692
H20 1.000028 -0.348395 -3.568623
O8 1.720163 -0.316859 -0.977943
C12 3.085559 0.138525 -1.107226
C13 3.165499 1.636310 -0.931124
C14 2.395894 2.593727 -1.523407
C15 2.811988 3.910158 -1.204280
C16 3.891799 3.918468 -0.371915
S1 4.403548 2.343339 0.028731
C17 3.877389 -0.587036 -0.047243
C18 3.475195 -0.879619 1.222961
C19 4.504847 -1.479899 1.990797
C20 5.664789 -1.617288 1.288095
S2 5.514715 -1.041764 -0.311089
C21 3.493877 -0.280856 -2.503437
C22 3.577598 -1.561767 -2.971236
C23 3.877751 -1.623009 -4.354343
C24 4.020962 -0.384030 -4.904229
S3 3.789511 0.858839 -3.757597
H21 1.560606 2.377709 -2.170621
H22 2.343512 4.803714 -1.587847
H23 4.421102 4.771373 0.018563
H24 2.477174 -0.688882 1.588972
H25 4.384801 -1.803171 3.013090
H26 6.596735 -2.041951 1.620820
H27 3.433475 -2.426198 -2.340470
H28 4.003111 -2.540483 -4.907797
H29 4.282517 -0.140013 -5.920198

Force components x, y, z for each atom (eV/Å):
0.1 -0.2 0.3
-0.1 0.0 0.0
-0.1 0.0 -0.1
0.1 0.0 0.0
-0.1 0.0 -0.2
0.0 0.0 0.1
0.0 0.1 0.1
0.1 -0.2 0.1
0.1 0.0 0.1
-0.1 0.0 0.0
0.0 0.0 0.1
-0.1 0.1 -0.2
0.0 0.0 0.0
0.0 0.0 0.0
0.0 0.0 0.1
0.0 0.0 0.0
0.0 0.0 0.0
0.0 0.0 0.0
0.0 0.0 0.0
0.1 0.0 0.0
0.1 0.0 0.0
-0.2 0.2 0.0
0.0 -0.2 -0.1
0.1 0.0 0.0
-0.1 -0.1 0.0
0.0 -0.1 0.1
0.0 0.1 0.0
-0.1 0.0 0.0
0.0 0.0 0.0
0.0 0.0 0.0
0.0 0.0 0.0
0.0 0.0 0.0
0.0 0.0 0.0
0.0 0.0 0.0
0.2 -0.1 -0.1
-0.1 0.0 0.0
-0.1 0.1 0.0
0.0 0.0 0.0
0.0 0.0 0.1
0.1 0.0 -0.1
-0.1 0.2 0.1
0.1 0.0 0.1
-0.3 0.2 -0.2
0.0 0.0 0.0
0.0 0.0 0.0
0.0 0.0 0.0
0.4 0.1 0.0
-0.2 -0.1 -0.1
0.1 0.0 0.1
0.1 0.0 -0.1
0.0 0.0 0.1
0.0 0.0 0.0
-0.1 0.0 0.0
0.2 0.0 0.0
0.0 0.0 -0.1
0.1 0.0 0.0
-0.1 0.0 0.0
-0.1 0.0 0.0
0.0 0.1 -0.1
0.0 0.0 0.0
0.0 0.0 0.0
0.0 0.0 0.0
0.0 -0.1 0.0
-0.1 -0.1 0.0
0.0 0.1 0.0
0.0 0.0 0.0
0.0 0.0 0.0
0.0 0.0 0.0
0.0 0.0 0.0
0.0 0.0 0.0
0.0 0.0 0.0
0.0 0.0 0.0

multiplicity: 5
ΔE to the lowest compared entry with this formula, charge and spin: 0.000 eV
LUMO level (spin up / spin down): -0.1604 / -0.1822 hartree
total charge: +1
E: -166708.4105 eV
HOMO (spin up / spin down): -0.4050 / -0.4056 Ha

Löwdin atomic charge list, values in e, 5 entries: Ru 1.7206; N 0.1895; C -0.4960; C -0.0599; P 0.3370

[2]
Computed, not measured: the molecule C3H8N4O, with ωB97M-V/def2-TZVPD.

Geometry (Å):
N1 2.950866 0.954773 -0.104500
C1 2.384094 -0.240500 0.123114
O1 2.798194 -1.322974 0.456826
N2 0.979275 0.212400 0.100107
C2 0.026068 -0.491942 0.528124
C3 -1.424224 -0.135199 0.343433
N3 -2.031827 -1.275259 -0.343238
N4 -1.561941 1.182732 -0.243070
H1 3.944965 1.059809 0.029776
H2 1.876066 1.478992 -0.103788
H3 0.223017 -1.417649 1.074790
H4 -1.882648 -0.103000 1.340222
H5 -3.040351 -1.189163 -0.384430
H6 -1.675749 -1.369674 -1.288432
H7 -2.534318 1.404757 -0.424158
H8 -1.031489 1.251899 -1.104778

Force components x, y, z for each atom (eV/Å):
-2.0 0.3 -0.4
-0.5 0.6 1.7
-0.1 -0.1 -0.6
-1.3 -1.1 -0.7
0.4 -0.3 0.4
-0.2 0.3 0.1
0.1 0.0 0.1
0.0 -0.1 0.0
-0.2 0.6 0.0
3.6 -0.1 -0.3
0.0 -0.2 -0.3
0.1 0.0 -0.1
0.1 0.0 0.0
0.0 0.0 0.0
0.1 -0.1 0.0
-0.1 0.0 0.0

ΔE to the lowest compared entry with this formula, charge and spin: 2.151 eV
LUMO level: 0.0202 hartree
SMILES string: NC(=O)/N=C/C(N)N
E: -11247.4724 eV
HOMO: -0.3479 Ha

Löwdin atomic charge list, values in e, 5 entries: N 0.1103; C -0.6145; O 0.0610; N 0.0607; C -0.0749

[3]
Computed, not measured: a structure of composition C5H11NO, with ωB97M-V/def2-TZVPD.

Geometry (Å):
C1 0.707368 0.699862 -1.268253
C2 -0.136450 -0.528980 -0.941389
C3 0.742056 -1.763388 -0.665300
N1 -1.194918 -0.442917 0.061841
C4 -0.142001 0.960896 1.811664
C5 -1.356588 0.514858 1.064700
O1 -1.822874 1.189244 -0.022864
H1 1.525772 0.843134 -0.555810
H2 1.156453 0.540926 -2.253551
H3 0.097268 1.605737 -1.300021
H4 -0.758930 -0.763090 -1.810851
H5 0.131571 -2.635664 -0.417459
H6 1.344842 -2.002980 -1.553245
H7 1.435426 -1.575838 0.162100
H8 0.437655 0.068276 2.081527
H9 0.460188 1.609248 1.178331
H10 -0.452344 1.481354 2.714767
H11 -2.174493 0.199321 1.713814

Force components x, y, z for each atom (eV/Å):
0.1 0.1 0.0
0.0 0.1 -0.3
-0.1 0.1 0.2
-1.6 1.3 -1.4
0.1 0.3 0.2
0.6 -0.4 1.5
0.5 -1.9 -0.8
-0.1 0.0 -0.1
0.0 0.0 0.1
0.1 -0.2 0.0
0.4 0.0 -0.2
0.1 0.1 0.0
-0.3 0.2 0.2
-0.1 0.0 -0.1
-0.1 0.3 0.1
0.1 0.0 0.2
0.2 0.1 0.1
0.1 0.0 0.3

ΔE to the lowest compared entry with this formula, charge and spin: 3.972 eV
LUMO level: 0.0128 hartree
E: -8897.7251 eV
HOMO: -0.3615 Ha

Löwdin atomic charge list, values in e, 5 entries: C -0.0711; C -0.4303; C -0.0535; N 0.1483; C -0.0189

[4]
Computed, not measured: a cluster of 2 separate species, C12H10I2P in total, with ωB97M-V/def2-TZVPD.

Geometry (Å):
C1 3.699225 2.182959 2.348790
C2 -2.972345 -1.737633 -3.253186
C3 2.823085 2.905300 1.617672
C4 3.462841 0.872505 2.563810
C5 -2.156422 -0.636703 -3.178627
C6 -3.332124 -2.428235 -2.055211
C7 1.660135 2.415176 1.166893
C8 2.410380 0.185568 1.860812
C9 -1.505009 -0.296294 -2.012759
C10 -2.658742 -2.126904 -0.909716
C11 1.519208 1.070410 1.401811
C12 -1.717529 -1.070516 -0.827077
P1 -0.656237 -0.672888 0.654672
I1 -0.216588 -2.967364 1.526617
I2 -2.319714 0.172404 2.139475
H1 4.446567 2.796325 2.849399
H2 -3.416429 -1.825457 -4.332957
H3 2.955709 4.011415 1.418615
H4 4.317433 0.266178 2.901697
H5 -1.978573 -0.041882 -4.055158
H6 -4.260629 -2.995450 -2.099429
H7 1.121636 3.063975 0.548141
H8 2.274347 -0.881862 1.817776
H9 -0.678205 0.449437 -2.079116
H10 -2.822022 -2.710466 -0.012944

Force components x, y, z for each atom (eV/Å):
0.6 1.3 1.5
-1.6 0.5 -1.3
0.4 3.7 -0.1
1.4 -2.5 -1.2
0.5 -0.1 0.0
-0.5 1.0 -2.5
-1.8 -1.9 -1.3
-0.4 0.3 1.1
1.3 -0.4 1.7
0.9 0.4 1.6
0.3 -0.1 -0.8
0.8 0.6 -1.9
-0.4 -0.6 -0.2
0.2 1.0 -0.2
-0.1 0.2 0.3
0.5 -0.8 -0.2
0.4 -0.7 2.5
0.1 -1.4 0.3
-0.8 0.0 0.4
0.1 0.1 -0.3
0.7 -0.6 0.3
-1.5 0.4 -0.6
0.2 -0.2 0.2
-1.0 -0.4 0.4
-0.3 0.0 0.0

ΔE to the lowest compared entry with this formula, charge and spin: 0.000 eV
LUMO level (spin up / spin down): -0.2273 / -0.2273 hartree
total charge: +1
E: -38086.3346 eV
HOMO (spin up / spin down): -0.4549 / -0.4549 Ha

Löwdin atomic charge list, values in e, 5 entries: C -0.0737; C -0.0495; C -0.0852; C -0.0235; C -0.1130

[5]
Computed, not measured: the molecule C6H6O, with ωB97M-V/def2-TZVPD.

Geometry (Å):
C1 2.861319 -0.265734 0.785286
C2 1.714605 -0.344980 0.420759
C3 0.359021 -0.416763 -0.053175
C4 -0.244467 -1.582515 -0.301002
C5 -0.344241 0.884253 -0.315524
C6 -1.750135 1.092302 0.059000
O1 -1.380480 0.829536 -1.281963
H1 3.881129 -0.215705 1.099755
H2 0.257727 -2.530185 -0.149262
H3 -1.255621 -1.592028 -0.695645
H4 0.303677 1.759096 -0.381394
H5 -2.278347 0.284518 0.566370
H6 -2.124188 2.098201 0.246792

Force components x, y, z for each atom (eV/Å):
-0.4 0.0 -0.1
0.5 0.0 0.1
-0.1 -0.2 0.0
0.1 0.1 0.0
0.2 0.0 0.1
-0.1 0.1 0.3
-0.1 0.0 -0.2
-0.2 0.0 0.0
0.0 0.1 0.0
0.1 0.0 0.0
-0.1 -0.2 0.0
0.1 0.1 -0.1
0.1 -0.1 0.0

ΔE to the lowest compared entry with this formula, charge and spin: 3.577 eV
LUMO level: 0.0302 hartree
SMILES string: C#CC(=C)[C@@H]1CO1
E: -8362.9290 eV
HOMO: -0.3390 Ha

Löwdin atomic charge list, values in e, 5 entries: C 0.1304; C -0.1043; C -0.2747; C 0.0974; C -0.2615